A structure of composition C36H94F3N8O10Ti2 at a distorted geometry, computed with ωB97M-V/def2-TZVPD.

ORCA input file:
```
! RIJCOSX wB97M-V def2-TZVPD def2/J DEFGRID3
* xyz 1 7
Ti 2.60 -0.71 1.70
Ti 2.72 1.98 4.56
C 0.14 1.14 1.92
O 0.32 -0.10 1.25
O 1.40 1.17 2.59
C -0.26 2.38 0.89
F -0.54 3.43 1.53
F 0.62 2.75 -0.06
F -1.40 2.10 0.31
C -0.69 -0.98 0.83
C 0.08 -1.92 -0.07
H -0.47 -2.86 -0.13
H 0.42 -1.52 -1.03
H 0.91 -2.32 0.52
H -1.48 -0.39 0.35
H -1.25 -1.57 1.55
H -0.75 0.91 2.51
C 5.01 -3.30 1.69
C 3.53 -3.76 1.75
C 3.30 -5.25 2.13
O 3.83 -6.05 1.07
C 3.90 -7.37 1.54
N 2.90 -2.91 2.77
H 5.69 -3.65 2.46
H 5.16 -2.23 1.69
H 5.51 -3.58 0.77
H 2.90 -3.66 0.87
H 2.24 -5.51 2.17
H 3.66 -5.49 3.13
H 4.39 -8.02 0.81
H 2.90 -7.81 1.46
H 4.20 -7.44 2.58
H 3.36 -2.80 3.67
H 1.97 -3.24 3.02
C 3.67 5.06 3.14
C 3.57 4.96 4.66
C 2.20 5.09 5.25
O 1.40 3.91 4.98
C 0.02 4.28 4.59
N 4.27 3.75 5.17
H 3.08 4.28 2.67
H 4.70 4.84 2.88
H 3.45 6.03 2.71
H 4.17 5.78 5.08
H 1.82 6.01 4.81
H 2.23 5.24 6.33
H -0.35 5.08 5.22
H -0.45 3.30 4.69
H 0.04 4.60 3.54
H 4.39 3.79 6.17
H 5.16 3.46 4.79
C 3.18 0.24 -1.70
C 4.38 0.82 -1.01
C 4.59 2.25 -1.30
O 5.79 2.57 -0.61
C 6.23 3.93 -0.71
N 4.09 0.56 0.36
H 2.23 0.68 -1.39
H 3.15 -0.83 -1.52
H 3.26 0.34 -2.78
H 5.22 0.18 -1.28
H 3.78 2.85 -0.89
H 4.68 2.42 -2.38
H 7.14 4.20 -0.18
H 5.47 4.62 -0.32
H 6.30 4.24 -1.76
H 4.99 0.65 0.80
H 3.62 1.44 0.52
C -7.34 -4.37 -0.58
C -7.71 -2.87 -0.61
C -6.79 -1.90 -1.41
O -5.48 -2.29 -1.05
C -4.97 -1.60 0.05
N -9.08 -2.84 -1.09
H -6.27 -4.41 -0.37
H -7.49 -4.75 -1.59
H -7.85 -4.92 0.21
H -7.60 -2.52 0.41
H -6.91 -0.82 -1.34
H -6.94 -2.14 -2.46
H -5.66 -1.42 0.88
H -4.73 -0.64 -0.40
H -4.00 -1.89 0.45
H -9.58 -3.61 -0.67
H -9.06 -3.05 -2.08
C 1.11 -4.10 -8.32
C 0.44 -3.12 -7.46
C 0.33 -3.49 -5.99
O -0.39 -2.44 -5.28
C 0.01 -2.17 -3.97
N 1.15 -1.85 -7.61
H 1.29 -3.73 -9.33
H 0.85 -5.16 -8.45
H 2.14 -4.22 -7.97
H -0.57 -2.85 -7.78
H 1.37 -3.48 -5.67
H -0.13 -4.41 -5.63
H -0.62 -1.33 -3.69
H 1.09 -2.04 -3.86
H -0.17 -2.94 -3.22
H 2.07 -1.80 -7.20
H 0.55 -1.27 -7.04
C 2.26 7.64 0.03
C 1.08 7.53 -0.94
C 1.00 6.10 -1.52
O -0.02 5.89 -2.40
C -0.15 4.67 -3.02
N -0.03 7.94 -0.08
H 2.40 8.58 0.57
H 3.15 7.67 -0.59
H 2.21 6.87 0.80
H 1.40 8.21 -1.74
H 0.81 5.44 -0.68
H 1.96 5.80 -1.94
H -1.12 4.59 -3.50
H 0.06 3.86 -2.32
H 0.64 4.46 -3.74
H -0.71 8.10 -0.81
H -0.39 7.08 0.31
C -1.42 -5.87 -0.89
C -0.98 -5.94 0.57
C -2.16 -5.70 1.66
O -1.67 -5.49 2.95
C -1.28 -4.16 3.15
N -0.33 -7.22 0.73
H -2.03 -4.99 -1.12
H -2.04 -6.73 -1.16
H -0.56 -5.85 -1.56
H -0.25 -5.13 0.61
H -2.74 -6.63 1.64
H -2.82 -4.90 1.31
H -1.18 -4.02 4.23
H -2.07 -3.45 2.94
H -0.38 -3.94 2.57
H 0.18 -7.23 1.60
H -0.90 -8.06 0.76
C -4.34 1.47 2.04
C -4.54 2.78 1.26
C -4.74 2.71 -0.26
O -4.44 4.01 -0.85
C -3.15 4.17 -1.32
N -5.60 3.54 1.77
H -4.89 0.55 1.86
H -4.22 1.55 3.12
H -3.36 1.10 1.74
H -3.62 3.28 1.57
H -5.75 2.47 -0.59
H -4.11 1.95 -0.72
H -2.38 4.19 -0.55
H -2.98 5.12 -1.84
H -2.86 3.34 -1.96
H -6.38 3.05 2.18
H -5.94 3.97 0.92
*
```

The calculation puts the HOMO energy (spin up / spin down) at -7.33 / -10.43 eV. The calculation puts the molar mass at 951.922 g/mol. The calculation puts the LUMO energy (spin up / spin down) at -1.91 / -2.42 eV. The HOMO-LUMO gap (spin up / spin down) is 5.421 / 8.005 eV. The calculation puts the total energy at -4616.3496 Ha.


A cluster of 11 separate species, C36H96B5F20N6O12 in total at a distorted geometry, computed with ωB97M-V/def2-TZVPD.

ORCA input file:
```
! RIJCOSX wB97M-V def2-TZVPD def2/J DEFGRID3
* xyz 1 1
C 2.13 -8.75 5.12
O 2.25 -7.44 4.55
C 2.82 -6.51 5.44
C 2.72 -5.15 4.76
N 1.28 -4.80 4.30
H 1.36 -4.03 3.66
H 0.92 -5.66 3.91
C 0.28 -4.33 5.38
C -1.12 -4.51 4.78
O -1.31 -5.84 4.36
C -2.55 -5.92 3.67
H 1.31 -9.10 4.49
H 1.88 -8.72 6.18
H 3.00 -9.41 5.15
H 3.85 -6.82 5.32
H 2.33 -6.56 6.42
H 3.27 -5.22 3.82
H 3.14 -4.38 5.40
H 0.61 -3.31 5.55
H 0.26 -4.87 6.33
H -1.42 -3.77 4.05
H -1.97 -4.28 5.41
H -2.56 -5.38 2.73
H -3.38 -5.62 4.31
H -2.72 -6.96 3.40
C 1.19 1.67 0.69
O 0.15 1.14 -0.16
C 0.53 0.26 -1.20
C -0.75 -0.22 -1.77
N -1.52 -0.96 -0.64
H -1.96 -1.79 -1.00
H -0.85 -1.55 -0.16
C -2.37 -0.08 0.35
C -3.51 -0.75 1.07
O -3.02 -1.98 1.61
C -4.04 -2.67 2.32
H 1.99 2.29 0.27
H 1.69 0.82 1.13
H 0.83 2.28 1.52
H 1.24 -0.55 -1.01
H 1.12 0.76 -1.97
H -0.62 -0.89 -2.61
H -1.54 0.51 -1.97
H -2.60 0.89 -0.09
H -1.68 0.15 1.16
H -4.40 -1.00 0.49
H -3.70 -0.02 1.85
H -4.53 -3.44 1.73
H -4.74 -2.08 2.91
H -3.41 -3.19 3.05
C 0.82 5.38 1.38
O -0.39 5.65 0.66
C -1.12 4.45 0.44
C -2.47 4.81 -0.16
N -2.41 6.14 -0.95
H -3.25 6.67 -0.75
H -1.71 6.71 -0.49
C -1.98 6.23 -2.42
C -1.32 7.60 -2.68
O -0.39 7.82 -1.64
C 0.46 8.97 -1.74
H 1.47 4.57 1.04
H 0.40 5.26 2.37
H 1.43 6.28 1.45
H -1.32 3.99 1.40
H -0.45 3.84 -0.16
H -3.20 4.98 0.64
H -2.76 4.02 -0.85
H -2.81 6.05 -3.12
H -1.39 5.32 -2.52
H -2.06 8.39 -2.66
H -0.76 7.58 -3.61
H -0.11 9.84 -1.42
H 0.93 8.97 -2.72
H 1.26 8.75 -1.03
C 6.99 -0.30 9.21
O 5.96 -0.23 8.22
C 4.77 0.09 8.82
C 3.84 0.51 7.74
N 3.67 -0.73 6.74
H 4.59 -1.15 6.74
H 3.03 -1.45 7.02
C 3.52 -0.42 5.23
C 2.20 0.27 4.85
O 1.17 -0.57 5.18
C -0.09 -0.14 4.93
H 6.90 -1.02 10.02
H 7.28 0.69 9.54
H 7.86 -0.69 8.68
H 4.88 1.04 9.35
H 4.38 -0.69 9.47
H 4.29 1.32 7.17
H 2.84 0.78 8.08
H 3.60 -1.42 4.82
H 4.28 0.25 4.83
H 2.27 0.39 3.77
H 2.18 1.15 5.48
H -0.18 0.78 5.51
H -0.91 -0.79 5.21
H -0.24 0.11 3.88
C -6.43 -4.04 -7.25
O -5.04 -3.83 -7.61
C -4.02 -4.02 -6.62
C -2.79 -3.59 -7.40
N -1.61 -3.49 -6.42
H -1.98 -3.28 -5.51
H -1.19 -4.39 -6.22
C -0.59 -2.43 -6.84
C 0.40 -2.38 -5.75
O 0.92 -3.69 -5.62
C 1.83 -3.81 -4.52
H -6.71 -3.46 -6.37
H -6.64 -5.11 -7.14
H -7.05 -3.74 -8.09
H -3.86 -5.05 -6.29
H -4.20 -3.37 -5.76
H -2.82 -2.60 -7.85
H -2.59 -4.25 -8.24
H -1.13 -1.49 -6.87
H -0.28 -2.60 -7.87
H -0.09 -1.90 -4.90
H 1.12 -1.60 -5.99
H 1.74 -4.75 -3.98
H 1.89 -2.95 -3.86
H 2.85 -3.97 -4.86
C 4.78 3.25 -7.11
O 3.89 4.15 -6.50
C 3.01 4.74 -7.36
C 2.07 5.57 -6.46
N 2.93 6.41 -5.53
H 3.59 5.67 -5.34
H 3.48 7.00 -6.13
C 2.45 7.16 -4.27
C 2.09 6.28 -3.16
O 3.09 5.29 -3.03
C 2.94 4.37 -2.01
H 5.35 3.54 -7.99
H 4.17 2.41 -7.44
H 5.53 2.97 -6.37
H 2.41 4.04 -7.95
H 3.44 5.37 -8.14
H 1.65 4.96 -5.67
H 1.29 6.10 -7.01
H 1.48 7.58 -4.54
H 3.19 7.93 -4.06
H 1.05 5.95 -3.21
H 1.93 6.92 -2.29
H 2.59 4.74 -1.04
H 3.68 3.58 -1.88
H 2.13 3.82 -2.50
B -2.65 -2.79 -3.25
F -2.32 -2.08 -4.30
F -3.33 -3.84 -3.70
F -1.55 -3.33 -2.61
F -3.38 -2.06 -2.42
B 1.10 -2.70 1.60
F 0.35 -2.44 0.49
F 0.27 -2.35 2.70
F 1.44 -4.02 1.64
F 2.24 -1.93 1.65
B -5.00 -7.54 1.25
F -4.40 -6.32 0.98
F -5.70 -7.48 2.41
F -5.84 -7.82 0.12
F -4.05 -8.53 1.32
B -5.09 2.17 -1.49
F -5.83 1.09 -0.95
F -5.21 3.31 -0.68
F -3.78 1.86 -1.68
F -5.64 2.50 -2.72
B -2.67 2.39 3.45
F -3.12 3.44 4.21
F -2.76 1.23 4.21
F -3.54 2.35 2.31
F -1.36 2.63 3.29
*
```

The calculation puts the HOMO energy at -9.34 eV. The energy relative to the best compared isomer or geometry (same formula, charge and spin) is 200.1 kJ/mol. The calculation puts the molar mass at 1239.214 g/mol. The calculation puts the LUMO energy at -3.24 eV. The HOMO-LUMO gap is 6.099 eV. The calculation puts the total energy at -4782.5883 Ha.


A cluster of 11 separate species, C36H96N7O15 in total at a distorted geometry, computed with ωB97M-V/def2-TZVPD.

ORCA input file:
```
! RIJCOSX wB97M-V def2-TZVPD def2/J DEFGRID3
* xyz 3 1
C -0.40 7.11 4.28
C 0.24 5.94 3.45
C -0.82 5.09 2.67
O -0.04 4.03 2.08
C -0.92 3.07 1.40
N 1.42 6.42 2.55
H 1.18 7.29 2.09
H 2.27 6.68 3.04
H 1.66 5.81 1.77
H -1.40 6.99 4.69
H -0.56 7.94 3.59
H 0.37 7.43 4.97
H 0.83 5.34 4.14
H -1.18 5.76 1.90
H -1.57 4.55 3.25
H -1.74 3.53 0.85
H -1.31 2.42 2.18
H -0.41 2.40 0.72
C 1.45 3.28 -6.95
C 1.12 1.82 -6.56
C 0.04 1.84 -5.45
O -0.02 0.51 -4.94
C -1.14 0.22 -4.09
N 0.45 0.98 -7.67
H 1.07 1.02 -8.46
H 0.58 0.04 -7.30
H -0.55 0.95 -7.80
H 0.61 3.86 -7.34
H 2.16 3.29 -7.77
H 1.86 3.85 -6.12
H 1.91 1.11 -6.29
H -0.93 2.19 -5.81
H 0.28 2.51 -4.62
H -2.04 0.81 -4.26
H -0.81 0.37 -3.06
H -1.37 -0.84 -4.13
C 0.70 -1.75 2.37
C -0.26 -1.18 1.28
C 0.55 -0.56 0.09
O 1.30 -1.70 -0.47
C 2.36 -1.39 -1.34
N -1.11 -2.30 0.62
H -0.60 -3.05 0.16
H -1.69 -2.80 1.28
H -1.75 -2.01 -0.10
H 1.34 -0.90 2.62
H 1.42 -2.51 2.06
H 0.18 -2.03 3.28
H -0.83 -0.34 1.68
H 1.01 0.39 0.37
H -0.09 -0.27 -0.75
H 3.00 -0.85 -0.65
H 2.01 -0.81 -2.20
H 2.85 -2.32 -1.63
C -5.12 -0.66 5.34
C -4.06 0.29 4.66
C -2.62 -0.09 4.85
O -1.72 0.89 4.21
C -0.35 0.91 4.66
N -4.46 0.35 3.14
H -5.45 0.22 3.03
H -4.29 1.30 2.82
H -3.95 -0.32 2.57
H -4.98 -0.82 6.41
H -5.21 -1.60 4.79
H -6.14 -0.26 5.39
H -4.15 1.26 5.15
H -2.32 -0.99 4.31
H -2.28 -0.23 5.87
H 0.07 1.77 4.15
H 0.01 -0.03 4.22
H -0.33 0.99 5.74
C -6.91 -4.46 -0.25
C -6.14 -3.53 -1.24
C -6.91 -2.80 -2.37
O -6.22 -1.60 -2.74
C -6.68 -0.96 -3.95
N -5.26 -2.55 -0.40
H -4.51 -2.90 0.19
H -4.88 -2.00 -1.16
H -5.87 -1.99 0.18
H -7.90 -4.23 0.13
H -6.39 -4.66 0.69
H -6.94 -5.47 -0.67
H -5.40 -4.20 -1.66
H -7.94 -2.46 -2.26
H -6.99 -3.43 -3.25
H -7.68 -0.53 -3.84
H -6.72 -1.77 -4.68
H -6.05 -0.11 -4.20
C 5.36 4.54 4.31
C 4.20 3.58 4.27
C 3.93 2.95 2.91
O 3.01 3.86 2.21
C 2.91 3.69 0.81
N 4.43 2.47 5.26
H 3.78 1.70 5.17
H 5.35 2.07 5.20
H 4.25 2.84 6.18
H 6.37 4.17 4.17
H 5.33 4.91 5.34
H 5.18 5.35 3.61
H 3.28 3.99 4.68
H 3.51 1.95 2.77
H 4.88 2.99 2.38
H 2.10 3.01 0.54
H 3.84 3.40 0.31
H 2.59 4.69 0.54
C 7.99 -1.71 -5.85
C 6.88 -2.49 -6.66
C 5.53 -2.66 -6.00
O 5.74 -3.39 -4.80
C 4.48 -3.34 -4.01
N 6.80 -1.77 -8.02
H 6.88 -2.41 -8.80
H 5.90 -1.31 -8.10
H 7.51 -1.07 -8.22
H 8.98 -1.75 -6.30
H 8.06 -2.20 -4.87
H 7.76 -0.72 -5.47
H 7.25 -3.43 -7.08
H 4.89 -3.20 -6.70
H 5.03 -1.70 -5.90
H 4.56 -3.88 -3.07
H 3.56 -3.53 -4.57
H 4.33 -2.34 -3.60
C 2.27 -5.29 -1.20
C 0.85 -5.76 -0.78
O 0.58 -6.89 -1.21
O 0.06 -5.09 -0.12
H 2.98 -6.11 -1.14
H 2.46 -4.54 -0.43
H 2.19 -4.91 -2.22
C -4.99 -4.49 3.54
C -3.95 -3.84 2.63
O -3.15 -2.93 3.00
O -3.77 -4.24 1.41
H -4.56 -5.36 4.03
H -5.85 -4.81 2.95
H -5.29 -3.73 4.26
C 2.64 -2.34 6.11
C 2.90 -0.84 6.15
O 2.89 -0.07 5.14
O 3.24 -0.37 7.28
H 3.55 -2.84 6.45
H 2.41 -2.56 5.06
H 1.70 -2.65 6.55
C -3.81 1.63 -1.77
C -3.34 0.44 -0.91
O -3.12 -0.64 -1.52
O -3.19 0.61 0.32
H -4.90 1.55 -1.64
H -3.58 1.66 -2.83
H -3.69 2.58 -1.23
*
```

The calculation puts the HOMO energy at -9.83 eV. The energy relative to the best compared isomer or geometry (same formula, charge and spin) is 488.5 kJ/mol. The calculation puts the molar mass at 867.198 g/mol. The calculation puts the LUMO energy at -6.96 eV. The HOMO-LUMO gap is 2.867 eV. The calculation puts the total energy at -2939.9184 Ha.